Below is C4H6O2 as an isolated structure, with properties calculated with ωB97M-V/def2-TZVPD.

Each line ends with the natural charge from an NBO analysis.
Element x y z (Å)
1 C 0.0203 0.8719 1.3710  -0.6318
2 C 0.0110 0.4877 -0.0880  0.0798
3 C 0.5681 -0.8798 -0.4662  -0.6414
4 C -0.1869 -0.9892 -1.6511  0.8086
5 O -0.4955 -1.3822 -2.6969  -0.4482
6 O -1.2856 0.0633 -0.5851  -0.6843
7 H -0.3385 0.0495 1.9981  0.2144
8 H -0.6226 1.7414 1.5319  0.2260
9 H 1.0344 1.1341 1.6920  0.2169
10 H 0.3824 1.3075 -0.7120  0.1845
11 H 1.5532 -1.3197 -0.3587  0.2437
12 H -0.7766 -1.0309 -0.0857  0.4317

Summary:
HOMO-LUMO gap, eV: 10.40
HOMO level, eV: -9.6070
Total charge: 0
LUMO, eV: 0.80
Energy relative to the best compared isomer or geometry (same formula, charge and spin), kcal/mol: 93.9